Density functional theory data (ωB97M-V/def2-TZVPD) for 6 unconnected molecules or ions with the total composition C48H106N6O8 in a non-equilibrium geometry.

```
168
Properties=species:S:1:pos:R:3:mulliken_charge:R:1
C -1.637 3.524 -1.785 -2.043
C -3.179 3.290 -1.578 1.641
C -3.801 3.021 -2.975 -1.604
C -3.275 2.008 -0.693 -1.450
C -4.717 1.705 -0.258 -0.685
C -5.156 2.791 0.603 -1.375
C -5.058 4.233 -0.047 1.756
C -6.275 4.460 -0.980 -1.734
C -4.959 5.310 1.161 -1.907
N -3.826 4.364 -0.846 0.316
O -3.784 5.641 -1.448 -0.485
H -1.123 2.824 -2.444 0.240
H -1.583 4.502 -2.262 0.506
H -1.132 3.745 -0.844 0.478
H -3.503 2.043 -3.354 0.287
H -4.875 2.884 -2.842 0.438
H -3.650 3.847 -3.670 0.358
H -2.776 1.245 -1.289 0.462
H -2.572 2.156 0.127 0.495
H -5.442 1.598 -1.065 0.339
H -4.812 0.789 0.324 0.366
H -4.689 2.709 1.584 0.395
H -6.165 2.460 0.850 0.442
H -6.962 5.223 -0.615 0.446
H -6.870 3.547 -0.977 0.333
H -6.009 4.823 -1.973 0.296
H -5.760 4.948 1.805 0.477
H -5.003 6.393 1.039 0.444
H -4.056 5.217 1.764 0.418
H -3.428 6.231 -0.779 0.355
C 3.978 2.907 -2.859 -1.297
C 5.077 1.736 -2.957 1.722
C 5.881 1.842 -1.536 -1.927
C 4.401 0.389 -3.199 -0.376
C 4.046 -0.090 -4.628 0.127
C 5.313 0.257 -5.462 -1.669
C 5.869 1.703 -5.366 1.397
C 7.233 1.672 -6.157 -1.836
C 4.885 2.559 -6.169 -1.401
N 6.106 2.008 -3.943 0.202
O 6.576 3.204 -3.871 -0.501
H 4.339 3.909 -2.624 0.417
H 3.216 2.943 -3.638 0.164
H 3.335 2.724 -1.998 0.325
H 5.431 1.417 -0.639 0.248
H 6.826 1.318 -1.681 0.500
H 6.276 2.834 -1.316 0.411
H 4.893 -0.431 -2.676 0.413
H 3.505 0.516 -2.592 -0.589
H 3.856 -1.155 -4.500 0.537
H 3.136 0.492 -4.775 -0.310
H 5.090 0.051 -6.509 0.465
H 6.041 -0.525 -5.246 0.448
H 7.726 2.644 -6.128 0.402
H 7.037 1.504 -7.216 0.393
H 7.815 0.800 -5.860 0.399
H 3.895 2.355 -5.761 0.114
H 4.957 2.335 -7.233 0.424
H 5.096 3.621 -6.038 0.330
H 7.362 3.067 -3.337 0.409
C 0.660 -1.620 -7.944 -1.949
C -0.243 -0.417 -7.799 1.269
C -1.078 -0.321 -9.188 -1.633
C -1.266 -0.750 -6.680 -1.242
C -2.271 0.367 -6.377 -0.507
C -1.752 1.785 -6.824 -1.396
C -0.212 1.969 -6.971 1.351
C -0.045 3.255 -7.724 -1.982
C 0.403 2.212 -5.517 -1.132
N 0.512 0.804 -7.467 1.183
O 1.540 1.122 -8.411 -0.565
H 0.029 -2.508 -7.982 0.484
H 1.287 -1.630 -8.835 0.402
H 1.386 -1.714 -7.136 0.292
H -2.117 -0.129 -8.920 0.379
H -0.842 0.577 -9.759 0.296
H -1.160 -1.281 -9.697 0.410
H -1.794 -1.598 -7.118 0.521
H -0.643 -1.048 -5.837 0.208
H -3.276 0.222 -6.775 0.410
H -2.311 0.329 -5.288 0.103
H -2.142 2.500 -6.100 0.579
H -2.296 1.907 -7.760 0.444
H -0.629 4.105 -7.371 0.387
H -0.267 3.062 -8.774 0.493
H 1.010 3.526 -7.759 0.338
H 0.146 1.445 -4.787 0.212
H -0.011 3.204 -5.332 0.548
H 1.490 2.254 -5.576 -0.227
H 2.367 0.801 -8.045 0.298
C -1.287 -8.722 3.416 -1.721
C -1.451 -7.360 4.147 1.566
C -0.055 -7.152 4.755 -1.901
C -1.611 -6.238 3.121 -1.368
C -2.176 -4.972 3.593 0.119
C -3.440 -5.161 4.407 -1.546
C -3.115 -6.018 5.643 1.768
C -2.197 -5.470 6.767 -1.384
C -4.561 -6.094 6.292 -2.072
N -2.624 -7.314 5.107 0.109
O -2.544 -8.324 6.106 -0.462
H -1.080 -9.358 4.276 0.463
H -1.988 -9.151 2.701 0.319
H -0.344 -8.988 2.938 0.396
H 0.782 -7.432 4.115 0.467
H 0.211 -6.101 4.868 0.403
H -0.134 -7.593 5.749 0.447
H -0.687 -6.069 2.568 0.399
H -2.419 -6.717 2.568 0.358
H -1.445 -4.469 4.225 -0.100
H -2.389 -4.307 2.756 0.423
H -4.237 -5.581 3.793 0.337
H -3.757 -4.152 4.669 0.434
H -1.960 -4.435 6.521 0.300
H -1.322 -6.119 6.804 0.221
H -2.660 -5.416 7.753 0.344
H -4.421 -6.723 7.171 0.534
H -5.189 -6.775 5.717 0.433
H -5.150 -5.251 6.652 0.356
H -3.449 -8.590 6.288 0.353
C 1.033 -1.707 -2.382 -0.608
O 1.833 -0.858 -1.605 -0.383
C 1.173 0.409 -1.359 -0.515
C 1.845 0.978 -0.092 -0.635
N 1.386 0.101 1.003 -0.206
C 2.265 0.403 2.134 -0.738
C 1.654 -0.168 3.468 -0.637
O 1.844 -1.636 3.736 -0.311
C 0.935 -2.413 3.033 -0.555
H 0.898 -1.305 -3.386 -0.032
H 0.048 -1.853 -1.939 0.391
H 1.482 -2.623 -2.764 0.359
H 0.103 0.272 -1.199 0.701
H 1.234 1.141 -2.164 0.158
H 1.492 2.005 0.005 0.492
H 2.897 0.976 -0.376 0.008
H 1.468 -0.774 0.505 0.311
H 2.477 1.467 2.244 0.541
H 3.225 -0.114 2.155 0.281
H 0.571 -0.076 3.557 0.404
H 1.997 0.531 4.231 0.391
H 1.162 -2.471 1.968 0.174
H -0.075 -2.011 3.118 0.384
H 0.905 -3.312 3.648 0.110
C -0.722 4.995 9.462 -0.685
O -0.450 3.702 9.845 -0.302
C -1.455 2.755 9.761 -0.572
C -0.930 1.243 9.741 -0.810
N 0.150 1.185 8.717 -0.335
C 0.752 -0.138 8.604 -0.520
C 1.826 -0.100 7.555 -0.051
O 2.681 -1.129 7.785 -0.394
C 3.436 -1.526 6.612 -0.502
H -1.047 5.478 10.384 0.255
H -1.565 4.968 8.771 0.312
H 0.099 5.507 8.959 0.231
H -2.002 2.866 8.825 0.355
H -2.189 3.021 10.522 0.443
H -1.637 0.421 9.629 0.414
H -0.360 1.028 10.644 0.390
H 0.838 1.735 9.210 0.241
H -0.135 -0.761 8.492 0.269
H 1.326 -0.310 9.514 0.300
H 2.398 0.826 7.501 0.274
H 1.418 -0.228 6.553 -0.034
H 3.911 -0.689 6.101 0.260
H 2.741 -2.063 5.965 0.146
H 4.168 -2.255 6.959 0.317
```

Properties
LUMO: 0.399 eV

---

Density functional theory data (ωB97M-V/def2-TZVPD) for a single C6H16BN molecule in a non-equilibrium geometry.

```
24
Properties=species:S:1:pos:R:3:mulliken_charge:R:1
C 1.859 -1.114 0.433 -0.866
N 1.645 0.222 -0.033 0.020
C 2.856 0.905 -0.342 -1.050
B 0.400 0.694 -0.365 0.315
C -1.012 0.084 -0.007 1.569
C -2.091 1.189 -0.090 -2.062
C -1.637 -0.845 -1.084 -1.561
C -1.228 -0.607 1.323 -1.749
H 1.417 -1.820 -0.294 0.266
H 2.961 -1.269 0.466 0.352
H 1.321 -1.399 1.396 0.243
H 3.504 1.012 0.669 0.326
H 3.580 0.389 -0.917 0.404
H 2.688 1.960 -0.796 0.237
H 0.400 1.687 -1.261 -0.159
H -3.117 0.934 0.163 0.456
H -2.293 1.786 -0.983 0.387
H -1.908 1.831 0.727 0.513
H -2.162 -0.204 -1.732 0.402
H -2.329 -1.541 -0.680 0.423
H -0.799 -1.476 -1.464 0.347
H -2.308 -0.579 1.474 0.519
H -1.068 -1.720 1.167 0.391
H -0.680 -0.119 2.229 0.274
```

Properties
LUMO: 0.742 eV

---

Kohn-Sham gap / eV: 8.455, 10.036
Energy relative to the best compared isomer or geometry (same formula, charge and spin) / kJ/mol: 695.9, 103.5